Entry 1:
Formula: C14H19F3IN3O4Tl
Source: OMol25
Level of theory: ωB97M-V/def2-TZVPD

max |F| = 3.131 eV/A
total charge = +3
frontier orbital gap = 4.53 eV
lowest unoccupied orbital energy = -0.5506 Eh
highest occupied orbital energy = -19.51 eV

CARTESIAN COORDINATES (ANGSTROEM)
1 N 0.3021 2.6772 1.7279
2 N 0.2460 1.7983 0.5940
3 N -0.9597 1.6518 0.0568
4 C -1.0872 0.8430 -0.9797
5 C -2.4767 0.8280 -1.5293
6 C -3.4955 0.0047 -0.7177
7 O -2.8855 -1.1012 -0.0901
8 C -4.2778 0.8233 0.3064
9 F -3.4863 1.0094 1.4202
10 F -4.5934 2.0115 -0.1599
11 F -5.3547 0.1906 0.6970
12 C 0.0418 0.1009 -1.4832
13 C -0.0982 -0.9170 -2.5570
14 C 0.3591 -2.3209 -2.0963
15 C -0.4404 -2.8853 -0.9467
16 O 0.0551 -2.3229 0.2999
17 C 1.2562 0.3566 -0.8681
18 C 2.5187 -0.3368 -1.1931
19 O 2.9784 -0.6320 -2.2655
20 O 3.3419 -0.7159 -0.2512
21 C 1.3845 1.2365 0.1898
22 C 2.6994 1.5036 0.8570
23 C 3.1910 0.3358 1.6937
24 C 2.6374 0.2042 3.1460
25 I 4.0496 1.0423 4.4121
26 H 0.8866 3.4361 1.3709
27 H -0.6192 3.1203 1.7958
28 H -2.4730 0.5183 -2.5651
29 H -2.7871 1.8695 -1.5152
30 H -4.2167 -0.3907 -1.4291
31 H -3.0434 -1.0846 0.8591
32 H 0.4961 -0.6192 -3.4205
33 H -1.1191 -0.9880 -2.9062
34 H 1.3976 -2.3368 -1.7878
35 H 0.2857 -2.9817 -2.9534
36 H -0.3522 -3.9664 -0.9472
37 H -1.4936 -2.6667 -1.0547
38 H 0.1579 -3.0442 0.9280
39 H 3.4450 1.6631 0.0823
40 H 2.6707 2.4082 1.4520
41 H 4.2753 0.3017 1.6780
42 H 2.8669 -0.6329 1.1457
43 H 1.6500 0.6756 3.2721
44 H 2.5599 -0.8401 3.4233
45 Tl -0.4928 0.1730 2.3090


Entry 2:
Formula: C33H83IN12O12P
Source: OMol25
Level of theory: ωB97M-V/def2-TZVPD

max |F| = 3.899 eV/A
total charge = +1
frontier orbital gap = 7.32 eV
lowest unoccupied orbital energy = -0.1183 Eh
highest occupied orbital energy = -10.54 eV

CARTESIAN COORDINATES (ANGSTROEM)
1 C 0.2315 4.7334 -1.1810
2 C -0.3207 3.4622 -0.5098
3 O 0.2209 3.0376 0.4456
4 N -1.4701 2.8537 -1.1711
5 C -2.7600 3.3893 -0.8213
6 C -2.9570 4.4494 0.2622
7 O -3.7120 2.9592 -1.3689
8 N -1.4299 1.4911 -1.2657
9 C -1.6987 0.6856 -0.2313
10 I -2.1771 1.0486 1.7738
11 N -1.6417 -0.6125 -0.5797
12 C -1.2971 -0.5322 -1.9191
13 N -1.1611 -1.6420 -2.6081
14 C -0.7540 -1.8352 -3.9950
15 C 0.7833 -2.1065 -4.0228
16 O 0.9600 -3.3049 -3.2340
17 C 1.3407 -2.4329 -5.4345
18 N 2.8214 -2.5211 -5.3598
19 N -1.1266 0.7440 -2.3938
20 P -0.6847 1.4546 -3.8972
21 O -0.4975 2.8955 -3.8238
22 O 0.6802 0.8550 -4.5010
23 O -1.9176 1.2025 -4.9110
24 H -0.6479 5.2868 -1.5666
25 H 0.8036 5.3343 -0.4675
26 H 0.8280 4.4811 -2.0732
27 H -4.0225 4.6044 0.4720
28 H -2.5699 5.4349 -0.0685
29 H -2.4108 4.2119 1.1906
30 H -1.3356 -2.5029 -2.0735
31 H -1.1982 -2.7943 -4.3181
32 H -1.0994 -1.0916 -4.7269
33 H 1.3590 -1.3239 -3.5015
34 H 1.2120 -3.0277 -2.3426
35 H 1.0116 -3.4260 -5.7926
36 H 1.0183 -1.6753 -6.1665
37 H 3.2460 -1.6998 -5.7755
38 H 3.1187 -2.6235 -4.3970
39 H 1.3677 1.4877 -4.2200
40 H -2.6518 0.7764 -4.4322
41 C 5.8274 1.4451 -1.0899
42 C 4.3336 1.5970 -1.3540
43 C 3.5566 0.2750 -1.2494
44 O 3.7046 -0.5917 -2.3656
45 C 4.8824 -1.3832 -2.3439
46 N 4.1442 2.2409 -2.6605
47 H 6.3565 0.9984 -1.9320
48 H 6.2797 2.4214 -0.9123
49 H 6.0085 0.8289 -0.2061
50 H 3.9347 2.2672 -0.5860
51 H 2.4869 0.5174 -1.2086
52 H 3.7932 -0.2548 -0.3184
53 H 5.1687 -1.6823 -1.3322
54 H 5.7021 -0.8494 -2.8283
55 H 4.6866 -2.2842 -2.9272
56 H 3.1522 2.4316 -2.7922
57 H 4.3548 1.5470 -3.3759
58 C 6.3594 -3.4329 3.9283
59 C 5.0993 -2.9724 3.2027
60 C 5.1862 -3.1007 1.6737
61 O 5.9613 -2.0945 1.0405
62 C 7.3614 -2.3314 1.0489
63 N 4.7890 -1.5975 3.6125
64 H 7.1713 -2.7091 3.8544
65 H 6.1534 -3.5718 4.9904
66 H 6.7146 -4.3867 3.5322
67 H 4.2807 -3.6184 3.5348
68 H 4.1746 -2.9844 1.2709
69 H 5.5296 -4.0981 1.3731
70 H 7.5972 -3.3950 0.9654
71 H 7.8154 -1.9120 1.9484
72 H 7.7921 -1.8117 0.1917
73 H 3.8970 -1.3298 3.2004
74 H 5.4599 -0.9844 3.1529
75 C 0.7351 -1.2958 6.9897
76 C 2.2122 -1.3578 6.6120
77 C 3.1357 -0.6553 7.6213
78 O 3.1345 0.7598 7.5338
79 C 2.0638 1.3961 8.2076
80 N 2.3828 -0.8196 5.2589
81 H 0.2975 -0.3153 6.7989
82 H 0.1650 -2.0186 6.4031
83 H 0.5878 -1.5361 8.0452
84 H 2.4970 -2.4147 6.5946
85 H 4.1631 -0.9588 7.4026
86 H 2.9257 -0.9783 8.6490
87 H 1.7808 0.8654 9.1205
88 H 1.1998 1.4982 7.5463
89 H 2.3909 2.4007 8.4782
90 H 3.3550 -0.9535 4.9738
91 H 2.2867 0.1921 5.3232
92 C 0.0869 -5.5702 0.5379
93 C -1.4056 -5.4063 0.2672
94 C -2.2046 -6.7110 0.4075
95 O -2.0660 -7.6030 -0.6838
96 C -0.9046 -8.4163 -0.6464
97 N -1.5863 -4.8054 -1.0589
98 H 0.6106 -6.0510 -0.2890
99 H 0.5534 -4.5935 0.6857
100 H 0.2599 -6.1595 1.4406
101 H -1.7938 -4.7063 1.0131
102 H -3.2667 -6.4519 0.4381
103 H -1.9788 -7.2183 1.3535
104 H -0.6326 -8.6947 0.3750
105 H -0.0680 -7.9143 -1.1376
106 H -1.1174 -9.3257 -1.2084
107 H -2.5757 -4.6063 -1.2001
108 H -1.3882 -5.5312 -1.7458
109 C -6.3595 -2.9741 0.0210
110 C -5.3451 -1.8463 -0.1358
111 C -5.8623 -0.6574 -0.9646
112 O -5.8806 -0.8813 -2.3649
113 C -7.0157 -1.5898 -2.8403
114 N -4.1072 -2.3926 -0.7001
115 H -6.4607 -3.5725 -0.8847
116 H -6.0494 -3.6526 0.8171
117 H -7.3445 -2.5832 0.2841
118 H -5.1246 -1.4692 0.8684
119 H -5.1743 0.1822 -0.8147
120 H -6.8454 -0.3214 -0.6135
121 H -7.9173 -1.3446 -2.2742
122 H -6.8344 -2.6662 -2.8155
123 H -7.1727 -1.3067 -3.8814
124 H -3.3962 -1.6646 -0.7223
125 H -4.2856 -2.5721 -1.6880
126 C -5.2098 10.1532 -1.5016
127 C -5.1765 9.4192 -0.1652
128 C -3.7659 8.9750 0.2576
129 O -3.2781 7.8288 -0.4277
130 C -2.7177 8.0967 -1.7031
131 N -6.1097 8.2884 -0.2217
132 H -5.1040 9.4778 -2.3512
133 H -6.1620 10.6702 -1.6238
134 H -4.4163 10.9019 -1.5590
135 H -5.5361 10.1172 0.5966
136 H -3.8065 8.6871 1.3120
137 H -3.0472 9.8004 0.1866
138 H -2.2047 9.0609 -1.7310
139 H -3.4865 8.0545 -2.4766
140 H -1.9909 7.3112 -1.9209
141 H -6.1618 7.8583 0.6987
142 H -5.6815 7.5685 -0.7999


Entry 3:
Formula: C8H17N2
Source: OMol25
Level of theory: ωB97M-V/def2-TZVPD

spin multiplicity = 3
energy above the lowest of the compared OMol25 structures with the same formula, charge and spin = 43.8 kcal per mole
max |F| = 5.880 eV/A
total charge = +1
frontier orbital gap (spin up / spin down) = 5.27 / 5.57 eV
lowest unoccupied orbital energy (spin up / spin down) = -0.1060 / -0.2757 Eh
highest occupied orbital energy (spin up / spin down) = -8.15 / -13.07 eV

CARTESIAN COORDINATES (ANGSTROEM)
1 C 0.4060 -1.4663 -0.3770
2 C -1.2677 1.1213 -0.2214
3 C -0.6629 0.3698 -1.4931
4 C 0.8507 1.8335 1.0955
5 C 0.6563 -2.8917 -0.0574
6 C 0.8812 2.6091 2.4192
7 C 1.7644 1.9322 0.1744
8 C -1.3772 -1.9521 -1.9486
9 N -0.3175 1.1002 0.8924
10 N -0.4772 -1.0785 -1.2399
11 H -1.3891 2.1279 -0.6680
12 H -2.1438 0.5073 0.0396
13 H -1.4326 0.6575 -2.1831
14 H 0.2784 0.8320 -1.6294
15 H 0.2628 -3.6381 -0.7742
16 H 0.0395 -2.9931 0.9313
17 H 1.7493 -2.9731 0.2082
18 H 0.7022 2.0471 3.4287
19 H -0.0063 3.2195 2.2492
20 H 1.6814 3.1947 2.7774
21 H 2.5488 2.5339 0.4549
22 H 1.8902 1.5669 -0.7811
23 H 0.9814 -0.6241 0.1488
24 H -1.4988 -1.4575 -2.9555
25 H -2.2877 -1.8982 -1.3391
26 H -0.9286 -2.9568 -2.0311
27 H -0.8038 1.2190 1.7808


| no. | calculated total energy (Ha) |
| --- | --- |
| 1 | -1778.55831 |
| 2 | -3505.85176 |
| 3 | -424.06048 |